Record 1
{
  "formula": "C23H38HgO12",
  "method": "the ωB97M-V functional and the def2-TZVPD basis",
  "species": ["Hg", "C", "C", "O", "H", "H", "H", "H", "H", "C", "O", "H", "H", "H", "O", "C", "O", "C", "C", "C", "H", "H", "H", "H", "H", "H", "O", "C", "O", "C", "C", "C", "H", "H", "H", "H", "H", "H", "O", "C", "O", "C", "C", "C", "H", "H", "H", "H", "H", "H", "O", "C", "O", "C", "C", "C", "H", "H", "H", "H", "H", "H", "O", "C", "O", "C", "C", "C", "H", "H", "H", "H", "H", "H"],
  "positions_angstrom": [[-0.54, -1.38, 0.47], [-1.61, -1.19, 4.82], [-2.40, -1.06, 3.43], [-1.77, -1.81, 2.42], [-1.13, -2.17, 4.90], [-2.17, -0.82, 5.68], [-0.59, -0.82, 4.72], [-2.36, -0.05, 3.02], [-3.45, -1.26, 3.66], [-2.29, -4.02, -1.33], [-1.55, -3.56, -0.21], [-2.07, -3.54, -2.28], [-2.16, -5.09, -1.51], [-3.38, -3.90, -1.36], [-2.60, -0.77, -0.45], [-3.54, -0.02, -0.41], [-4.41, -0.21, -1.46], [-5.62, 0.63, -1.40], [-5.45, 1.27, -0.03], [-4.15, 0.78, 0.68], [-6.54, 0.05, -1.40], [-5.65, 1.31, -2.25], [-6.34, 0.81, 0.40], [-5.76, 2.31, 0.09], [-4.30, 0.14, 1.55], [-3.43, 1.57, 0.92], [1.57, -2.59, -0.13], [2.54, -2.29, -0.84], [2.55, -2.51, -2.22], [3.76, -2.27, -2.79], [4.75, -2.30, -1.55], [3.91, -1.71, -0.48], [3.94, -1.31, -3.27], [3.93, -3.01, -3.57], [5.57, -1.72, -1.97], [5.12, -3.30, -1.32], [3.89, -0.63, -0.62], [4.25, -2.16, 0.45], [-0.25, 1.34, 0.77], [-0.42, 2.59, 0.62], [-1.34, 3.17, -0.20], [-0.90, 4.55, -0.48], [0.56, 4.65, -0.04], [0.58, 3.63, 1.05], [-1.58, 5.20, 0.06], [-1.09, 4.98, -1.47], [0.79, 5.62, 0.41], [1.12, 4.44, -0.95], [0.32, 4.12, 1.99], [1.52, 3.16, 1.31], [1.24, -0.64, 1.71], [2.11, -0.17, 2.45], [3.29, -0.82, 2.49], [4.16, -0.17, 3.46], [3.11, 0.47, 4.41], [2.10, 0.91, 3.40], [4.82, 0.56, 2.99], [4.73, -0.91, 4.02], [3.47, 1.08, 5.24], [2.62, -0.14, 5.18], [2.56, 1.75, 2.88], [1.08, 1.10, 3.73], [0.02, -0.58, -1.55], [0.28, -0.37, -2.69], [1.44, 0.18, -3.01], [1.58, 0.18, -4.46], [0.23, 0.05, -5.02], [-0.66, -0.54, -3.93], [2.15, -0.72, -4.67], [2.11, 1.00, -4.96], [0.36, -0.53, -5.93], [-0.02, 1.06, -5.35], [-0.99, -1.58, -4.04], [-1.59, 0.01, -3.81]],
  "lowdin_charge": [1.217, -0.099, -0.441, -0.385, 0.055, 0.049, 0.022, 0.057, 0.073, -0.353, -0.424, 0.020, 0.039, 0.034, 0.046, -0.427, 0.010, -0.134, -0.144, -0.027, 0.116, 0.113, 0.102, 0.109, 0.127, 0.112, 0.049, -0.342, 0.010, -0.206, -0.152, -0.084, 0.107, 0.129, 0.110, 0.120, 0.143, 0.128, 0.037, -0.378, 0.027, -0.129, -0.150, -0.104, 0.120, 0.123, 0.123, 0.124, 0.138, 0.115, 0.012, -0.436, 0.026, -0.100, -0.146, -0.096, 0.125, 0.126, 0.118, 0.121, 0.130, 0.146, 0.041, -0.435, 0.047, -0.160, -0.177, -0.010, 0.113, 0.132, 0.124, 0.117, 0.131, 0.128],
  "total_energy_ev": -53203.73218,
  "multiplicity": 1,
  "e_lumo_ha": 0.0002,
  "orbital_gap_ev": 5.28
}

=====

Record 2
{
  "formula": "C23H38HgO12",
  "method": "the ωB97M-V functional and the def2-TZVPD basis",
  "species": ["Hg", "C", "C", "O", "H", "H", "H", "H", "H", "C", "O", "H", "H", "H", "O", "C", "O", "C", "C", "C", "H", "H", "H", "H", "H", "H", "O", "C", "O", "C", "C", "C", "H", "H", "H", "H", "H", "H", "O", "C", "O", "C", "C", "C", "H", "H", "H", "H", "H", "H", "O", "C", "O", "C", "C", "C", "H", "H", "H", "H", "H", "H", "O", "C", "O", "C", "C", "C", "H", "H", "H", "H", "H", "H"],
  "positions_angstrom": [[-0.23, -0.13, 0.76], [1.92, 3.52, -0.75], [1.33, 2.18, -1.21], [1.15, 1.30, -0.20], [2.93, 3.44, -0.35], [1.30, 3.93, 0.05], [1.99, 4.27, -1.55], [1.99, 1.83, -2.04], [0.39, 2.42, -1.76], [-2.62, -2.17, 2.32], [-1.60, -1.55, 1.67], [-2.97, -1.58, 3.19], [-3.58, -2.30, 1.77], [-2.33, -3.15, 2.74], [1.73, -2.11, 0.26], [2.52, -2.27, -0.62], [3.42, -3.28, -0.59], [4.29, -3.27, -1.71], [3.82, -2.14, -2.66], [2.68, -1.45, -1.87], [4.39, -4.25, -2.18], [5.29, -3.00, -1.37], [3.40, -2.43, -3.63], [4.65, -1.47, -2.86], [1.71, -1.51, -2.37], [2.92, -0.42, -1.64], [-0.63, -1.33, -1.33], [-1.07, -2.40, -1.59], [-1.80, -2.65, -2.71], [-2.11, -4.04, -2.78], [-2.02, -4.60, -1.35], [-0.97, -3.65, -0.77], [-1.56, -4.53, -3.58], [-3.15, -4.17, -3.11], [-1.72, -5.64, -1.31], [-3.00, -4.53, -0.88], [0.00, -4.13, -0.97], [-1.03, -3.47, 0.30], [1.37, -0.48, 2.48], [2.31, -0.56, 3.21], [2.22, -0.33, 4.53], [3.53, -0.30, 5.12], [4.35, -1.17, 4.18], [3.75, -0.82, 2.83], [3.47, -0.72, 6.13], [3.99, 0.68, 5.25], [4.28, -2.24, 4.38], [5.42, -0.93, 4.20], [3.90, -1.54, 2.03], [4.07, 0.15, 2.42], [-2.03, 1.09, -0.44], [-2.68, 1.45, -1.38], [-3.56, 2.48, -1.24], [-4.12, 2.84, -2.53], [-3.72, 1.72, -3.50], [-2.51, 1.09, -2.83], [-3.58, 3.76, -2.75], [-5.20, 2.99, -2.51], [-3.48, 2.22, -4.44], [-4.56, 1.05, -3.66], [-1.56, 1.42, -3.24], [-2.53, 0.01, -2.94], [-0.85, 1.65, 2.38], [-1.45, 2.66, 2.17], [-2.76, 2.77, 2.49], [-3.34, 3.98, 1.94], [-2.15, 4.88, 1.67], [-1.01, 3.90, 1.45], [-4.05, 4.31, 2.69], [-3.87, 3.75, 1.02], [-1.97, 5.62, 2.45], [-2.25, 5.52, 0.78], [-0.07, 4.22, 1.91], [-0.75, 3.63, 0.42]],
  "lowdin_charge": [1.221, -0.105, -0.499, -0.358, 0.066, 0.033, 0.066, 0.085, 0.084, -0.355, -0.437, 0.058, 0.052, 0.055, 0.094, -0.471, 0.028, -0.154, -0.129, -0.056, 0.119, 0.118, 0.107, 0.106, 0.119, 0.120, 0.049, -0.454, 0.032, -0.164, -0.126, -0.070, 0.122, 0.119, 0.114, 0.116, 0.134, 0.116, 0.071, -0.455, 0.054, -0.151, -0.157, -0.063, 0.123, 0.126, 0.120, 0.113, 0.116, 0.142, 0.078, -0.440, 0.015, -0.139, -0.144, -0.059, 0.125, 0.122, 0.114, 0.114, 0.133, 0.114, 0.067, -0.473, 0.039, -0.137, -0.146, -0.074, 0.124, 0.109, 0.113, 0.113, 0.129, 0.113],
  "total_energy_ev": -53209.56183,
  "multiplicity": 1,
  "e_lumo_ha": 0.0220,
  "orbital_gap_ev": 7.37
}

=====

Record 3
{
  "formula": "C23H38N5NiO3",
  "method": "the ωB97M-V functional and the def2-TZVPD basis",
  "species": ["Ni", "O", "C", "C", "C", "C", "C", "C", "C", "C", "N", "H", "H", "H", "H", "H", "H", "H", "H", "H", "H", "H", "C", "C", "N", "C", "C", "N", "C", "C", "H", "H", "H", "H", "H", "H", "H", "H", "H", "H", "H", "H", "H", "O", "N", "C", "C", "C", "C", "C", "H", "H", "H", "H", "H", "C", "N", "C", "C", "C", "O", "H", "H", "H", "H", "H", "H", "H", "H", "H"],
  "positions_angstrom": [[0.13, -0.07, 0.35], [0.26, -0.13, 2.54], [0.09, -1.36, 3.27], [-1.37, -1.76, 3.41], [-2.14, -1.72, 2.08], [-1.52, -2.60, 1.03], [-1.88, -3.94, 0.92], [-1.29, -4.74, -0.05], [-0.34, -4.17, -0.89], [-0.03, -2.84, -0.71], [-0.59, -2.05, 0.22], [-0.37, 0.52, 2.88], [0.56, -1.27, 4.25], [0.64, -2.11, 2.69], [-1.87, -1.10, 4.12], [-1.41, -2.76, 3.84], [-2.16, -0.70, 1.70], [-3.16, -2.04, 2.26], [-2.63, -4.34, 1.59], [-1.56, -5.78, -0.14], [0.15, -4.74, -1.66], [0.71, -2.35, -1.34], [4.74, -0.43, 0.13], [3.21, -0.57, 0.00], [2.54, 0.57, 0.63], [3.05, 0.75, 1.99], [4.52, 1.21, 1.95], [5.02, 0.99, 0.55], [4.32, 1.94, -0.39], [2.81, 1.79, -0.14], [5.27, -0.60, -0.81], [5.17, -1.07, 0.90], [2.88, -1.49, 0.49], [2.89, -0.60, -1.04], [2.95, -0.20, 2.52], [2.44, 1.48, 2.52], [5.17, 0.64, 2.62], [4.64, 2.27, 2.16], [6.02, 1.16, 0.52], [4.63, 1.66, -1.39], [4.69, 2.94, -0.17], [2.27, 1.72, -1.09], [2.42, 2.64, 0.41], [0.64, 0.26, -1.63], [-0.16, 0.30, -2.68], [0.00, -0.57, -3.70], [-0.82, -0.53, -4.80], [-1.83, 0.43, -4.86], [-1.98, 1.32, -3.81], [-1.13, 1.24, -2.72], [0.81, -1.27, -3.57], [-0.67, -1.24, -5.60], [-2.48, 0.48, -5.72], [-2.74, 2.08, -3.82], [-1.17, 1.88, -1.86], [-3.37, 0.27, -0.70], [-3.42, 1.64, -0.21], [-4.64, 2.40, -0.46], [-2.39, 2.15, 0.48], [-2.52, 3.57, 0.97], [-1.36, 1.50, 0.72], [-4.01, -0.38, -0.10], [-2.35, -0.10, -0.66], [-3.73, 0.24, -1.73], [-5.37, 1.74, -0.91], [-4.46, 3.24, -1.14], [-5.07, 2.78, 0.47], [-3.33, 3.67, 1.68], [-2.72, 4.26, 0.15], [-1.59, 3.85, 1.45]],
  "nbo_charge": [0.880, -0.773, -0.067, -0.424, -0.446, 0.229, -0.241, -0.137, -0.246, 0.029, -0.564, 0.497, 0.191, 0.186, 0.219, 0.231, 0.228, 0.234, 0.235, 0.239, 0.235, 0.197, -0.249, -0.263, -0.433, -0.248, -0.249, -0.333, -0.247, -0.267, 0.238, 0.231, 0.234, 0.242, 0.228, 0.240, 0.239, 0.232, 0.448, 0.229, 0.239, 0.262, 0.223, -0.704, 0.065, 0.026, -0.211, -0.153, -0.210, 0.016, 0.234, 0.254, 0.249, 0.246, 0.244, -0.427, -0.415, -0.417, 0.700, -0.713, -0.755, 0.213, 0.234, 0.209, 0.228, 0.209, 0.220, 0.248, 0.241, 0.245],
  "total_energy_ev": -79089.85876,
  "multiplicity": 2,
  "e_lumo_ha": [-0.1705, -0.1714],
  "orbital_gap_ev": [7.65, 6.76],
  "charge": 2
}